[1]
The following is a DFT calculation (the ωB97M-V functional and the def2-TZVPD basis) of a single C11H17N3O6 molecule.

E_HOMO ... -8.98 eV
Frontier orbital gap ... 9.201 eV
Molar mass ... 287.27 g/mol
SMILES ... COC1=CC[C@]2([N+](=O)[O-])CN(CCO)C[C@@]1([N+](=O)[O-])C2

Element x y z (Å)
C: 3.594 0.273 0.544
O: 2.638 -0.124 -0.410
C: 1.428 0.501 -0.406
C: 1.003 1.438 0.434
C: -0.370 2.040 0.380
C: -1.285 1.320 -0.602
N: -2.448 2.178 -0.940
O: -3.141 1.811 -1.862
O: -2.662 3.146 -0.249
C: -1.923 0.001 -0.047
N: -0.999 -1.072 0.152
C: -0.407 -1.230 1.464
C: -1.110 -2.356 2.234
O: -0.508 -2.441 3.505
C: -0.179 -1.341 -0.999
C: 0.530 -0.061 -1.489
N: 1.384 -0.350 -2.681
O: 1.463 -1.490 -3.054
O: 1.922 0.599 -3.191
C: -0.516 0.982 -1.878
H: 3.236 0.090 1.562
H: 4.473 -0.337 0.350
H: 3.848 1.330 0.430
H: 1.641 1.823 1.212
H: -0.810 2.043 1.381
H: -0.285 3.091 0.081
H: -2.437 0.209 0.892
H: -2.668 -0.316 -0.789
H: 0.651 -1.487 1.386
H: -0.481 -0.319 2.063
H: -2.181 -2.126 2.321
H: -1.004 -3.298 1.680
H: -0.918 -3.155 4.003
H: 0.556 -2.109 -0.758
H: -0.815 -1.719 -1.807
H: -0.023 1.871 -2.278
H: -1.197 0.583 -2.634

natural (NBO) atomic charge list, values in e, 2 entries: C -0.250; O -0.511

[2]
The following is a DFT calculation (the ωB97M-V functional and the def2-TZVPD basis) of 2 unconnected molecules or ions with the total composition C11H17N4.

Spin multiplicity ... 2
E_HOMO (alpha / beta) ... -15.73 / -16.30 eV
⟨S²⟩ ... 0.78
Frontier orbital gap (alpha / beta) ... 9.123 / 6.552 eV
Charge ... +2
Molar mass ... 205.28 g/mol

Element x y z (Å)
C: 2.434 -1.608 -1.675
C: 0.731 -2.569 -0.242
N: 0.086 -2.994 -1.329
N: 1.907 -1.938 -0.353
N: 0.402 -3.148 0.906
H: -0.094 -2.408 -2.129
H: -0.380 -3.887 -1.333
H: 2.256 -1.246 0.290
H: 0.973 -3.077 1.735
H: -0.508 -3.533 1.101
H: 2.393 -2.428 -2.375
H: 3.509 -1.480 -1.566
H: 2.113 -0.654 -2.093
C: -1.562 0.222 2.700
C: -1.076 1.464 0.469
C: -0.702 0.782 1.634
C: 0.096 1.962 -0.151
C: 0.716 0.770 1.630
C: -2.342 1.929 0.016
C: -2.380 2.699 -1.125
C: -1.200 3.078 -1.768
C: 0.075 2.764 -1.254
N: 1.188 1.441 0.571
H: -3.229 1.703 0.587
H: -3.342 2.978 -1.515
H: -1.276 3.568 -2.723
H: -1.736 -0.848 2.635
H: -2.534 0.702 2.720
H: 1.487 0.281 2.217
H: 2.126 1.819 0.546
H: 0.967 3.123 -1.764
H: -1.097 0.534 3.637

natural (NBO) atomic charge list, values in e, 2 entries: C -0.456; C 0.664

[3]
The following is a DFT calculation (the ωB97M-V functional and the def2-TZVPD basis) of a single C11H17NO2 molecule.

E_HOMO ... -9.37 eV
Frontier orbital gap ... 10.188 eV
Molar mass ... 195.26 g/mol
SMILES ... Cc1ccc(C(CCO)CCO)nc1

Element x y z (Å)
C: -3.481 -2.191 2.034
C: -2.324 -1.398 1.507
C: -1.300 -0.875 2.294
C: -0.395 -0.042 1.658
C: -0.342 0.018 0.277
C: 0.705 0.730 -0.597
C: 1.829 -0.154 -0.988
C: 1.388 -1.496 -1.579
O: 0.434 -1.207 -2.637
C: 1.295 1.979 0.065
C: 2.144 2.830 -0.820
O: 1.262 3.395 -1.743
N: -1.234 -0.567 -0.446
C: -2.195 -1.257 0.143
H: -4.215 -1.583 2.511
H: -3.069 -2.918 2.791
H: -3.984 -2.888 1.325
H: -1.431 -0.953 3.409
H: 0.475 0.402 2.194
H: 0.137 0.946 -1.505
H: 2.379 -0.377 -0.056
H: 2.512 0.234 -1.695
H: 2.233 -1.978 -2.162
H: 0.894 -2.161 -0.800
H: -0.332 -0.835 -2.183
H: 1.924 1.601 0.887
H: 0.462 2.622 0.540
H: 2.601 3.560 -0.233
H: 2.887 2.206 -1.414
H: 1.701 4.145 -2.288
H: -2.958 -1.788 -0.488

natural (NBO) atomic charge list, values in e, 2 entries: C -0.632; C -0.073

[4]
The following is a DFT calculation (the ωB97M-V functional and the def2-TZVPD basis) of 2 unconnected molecules or ions with the total composition C11H17NP.

E_HOMO ... -11.51 eV
Frontier orbital gap ... 7.932 eV
Charge ... +1
Molar mass ... 194.24 g/mol

Element x y z (Å)
C: 2.980 1.520 0.331
C: 2.344 0.813 1.414
C: 2.406 1.626 -0.871
C: 1.107 0.260 1.182
C: 1.481 -1.558 -0.831
C: 0.891 1.387 -1.016
C: -3.118 0.102 0.534
C: -2.821 -1.272 -0.170
C: -1.795 0.923 0.448
C: -1.302 -1.356 0.090
C: 0.482 0.287 -0.084
N: -0.942 0.018 -0.335
P: 2.807 -1.969 0.115
H: 4.030 1.809 0.592
H: 3.011 0.820 2.195
H: 2.924 2.208 -1.747
H: 0.574 -0.354 1.841
H: 1.223 -1.646 -1.934
H: 0.477 2.353 -0.789
H: 0.712 1.143 -2.151
H: -3.847 0.510 0.021
H: -3.581 -0.192 1.559
H: -3.335 -2.069 0.288
H: -3.085 -1.265 -1.204
H: -2.072 1.802 -0.066
H: -1.508 0.972 1.505
H: -0.962 -1.577 1.177
H: -0.827 -2.035 -0.474
H: -1.053 0.038 -1.315
H: 2.799 -3.302 -0.302

natural (NBO) atomic charge list, values in e, 2 entries: C -0.256; C -0.160

[5]
The following is a DFT calculation (the ωB97M-V functional and the def2-TZVPD basis) of a molecular structure, C11H17NSi.

E_HOMO ... -7.73 eV
Frontier orbital gap ... 8.598 eV
Molar mass ... 191.35 g/mol

Element x y z (Å)
C: 0.223 -2.831 0.869
C: -0.869 -1.312 2.438
C: 0.198 -1.788 -0.125
C: -0.863 -0.301 1.472
C: -0.236 -2.527 2.217
C: -0.417 -0.558 0.165
C: 2.105 2.511 0.019
C: 2.692 1.477 -0.888
C: 1.415 2.133 -1.231
C: -1.960 2.226 -0.677
C: -1.175 0.079 -2.817
N: -0.045 -3.446 3.177
Si: -0.680 0.817 -1.122
H: 0.591 -3.867 0.492
H: -1.423 -1.084 3.324
H: 0.516 -2.053 -1.140
H: -1.170 0.631 1.816
H: 1.535 2.207 1.001
H: 2.782 3.421 0.098
H: 3.655 1.738 -1.391
H: 2.431 0.432 -0.524
H: 1.307 2.700 -2.145
H: -1.377 3.073 -1.009
H: -2.783 2.151 -1.343
H: -2.167 2.171 0.310
H: -1.309 0.833 -3.704
H: -0.397 -0.474 -3.215
H: -2.224 -0.434 -2.839
H: 0.371 -4.311 2.781
H: -0.726 -3.610 3.989

natural (NBO) atomic charge list, values in e, 2 entries: C -0.278; C -0.278

[6]
The following is a DFT calculation (the ωB97M-V functional and the def2-TZVPD basis) of 2 unconnected molecules or ions with the total composition C11H18.

E_HOMO ... -9.00 eV
Frontier orbital gap ... 9.908 eV
Molar mass ... 150.27 g/mol
SMILES ... Cc1ccccc1.CC(C)C

Element x y z (Å)
C: 1.880 0.939 -0.591
C: 0.386 1.231 -0.633
C: 0.065 2.240 -1.622
C: -1.169 2.832 -1.467
C: -1.968 2.560 -0.340
C: -1.778 1.553 0.530
C: -0.495 0.972 0.386
H: 2.310 0.482 -1.512
H: 2.054 0.259 0.220
H: 2.334 1.929 -0.444
H: 0.807 2.402 -2.382
H: -1.665 3.573 -2.079
H: -2.852 3.259 -0.392
H: -2.230 1.296 1.499
H: -0.145 0.215 1.134
C: 0.855 -2.479 2.172
C: 0.532 -2.170 0.666
C: 1.632 -2.946 -0.132
C: -0.921 -2.539 0.417
H: 1.877 -2.221 2.534
H: 0.608 -3.543 2.212
H: 0.118 -1.887 2.708
H: 0.715 -1.133 0.347
H: 1.644 -4.025 -0.013
H: 1.511 -3.012 -1.213
H: 2.617 -2.651 0.229
H: -1.414 -1.612 0.010
H: -0.968 -3.274 -0.361
H: -1.442 -2.734 1.362

natural (NBO) atomic charge list, values in e, 2 entries: C -0.636; C -0.018

Calculated total energy (hartree), listed in the same order as above: -1044.85495; -647.79713; -634.54251; -824.96771; -773.47326; -429.86861
Calculated energy above the lowest of the compared OMol25 structures with the same formula, charge and spin (kJ/mol), listed in the same order as above: 0.00; 0.00; 145.78; 405.29; 186.97; 189.04